Entry 1
{
  "formula": "C4H5N3S",
  "method": "ωB97M-V/def2-TZVPD",
  "species": ["C", "C", "C", "N", "S", "C", "N", "N", "H", "H", "H", "H", "H"],
  "xyz": [[-3.406, -0.360, 0.452], [-2.712, 0.661, 0.098], [-1.419, 1.147, -0.291], [-0.206, 0.609, -0.487], [-0.088, -1.032, -0.148], [1.778, -1.007, -0.048], [2.621, -0.124, 0.114], [2.420, 1.152, 0.490], [-3.919, -1.109, 1.078], [-1.150, 2.057, -0.876], [2.282, -2.041, -0.225], [1.658, 1.636, -0.177], [3.252, 1.857, 0.487]],
  "mol_weight_da": 127.2,
  "homo_ev": -8.350,
  "e_lumo_ev": -0.5,
  "smiles": "C#C/C=N\\S/C=N\\N"
}

Entry 2
{
  "formula": "C4H5N3S",
  "method": "ωB97M-V/def2-TZVPD",
  "species": ["C", "C", "C", "C", "H", "H", "H", "H", "H", "N", "N", "N", "S"],
  "xyz": [[0.439, -0.076, -0.678], [0.566, 0.488, 1.761], [-0.681, -0.225, 2.024], [-0.878, 0.430, -0.663], [2.439, -0.143, 0.306], [1.253, 0.049, 2.620], [0.543, 1.608, 1.645], [-1.009, -0.747, 3.040], [-1.008, 0.868, -1.592], [1.166, -0.179, 0.433], [-1.769, -0.198, 1.442], [-1.739, 0.668, 0.356], [1.094, -0.460, -2.268]],
  "mol_weight_da": 127.2,
  "homo_ev": -8.608,
  "e_lumo_ev": -1.2
}

The winner here is entry 2, beating the second structure by 1.302 eV.